Below is a structure of composition C43H88BN3O10S in a non-equilibrium geometry, with properties calculated with the ωB97M-V functional and the def2-TZVPD basis.

Element x y z (Å)
C 8.24 -0.11 2.39
C 8.57 0.43 0.96
C 9.00 1.94 1.00
C 7.88 2.91 0.51
C 6.53 2.76 1.31
C 5.37 3.01 0.30
C 3.96 2.85 0.88
C 3.08 2.07 0.18
C 1.68 1.85 0.59
B 0.78 0.92 -0.32
O 1.46 -0.08 -1.06
O -0.58 1.03 -0.48
C -1.21 -0.24 -0.76
C -2.77 -0.08 -0.76
C 1.24 2.46 1.76
C -0.16 2.33 2.29
C -0.91 1.14 2.36
C -2.23 1.18 2.92
N -2.95 2.20 3.38
C -2.17 3.31 3.30
C -0.87 3.46 2.83
C 2.17 3.27 2.50
N 1.93 3.92 3.66
S 3.27 4.70 4.13
N 4.30 4.29 2.90
C 3.57 3.51 2.12
H 9.16 -0.39 2.93
H 7.55 -0.97 2.27
H 7.70 0.63 3.01
H 9.32 -0.19 0.46
H 7.63 0.41 0.37
H 9.32 2.27 2.00
H 9.85 2.07 0.29
H 7.69 2.80 -0.57
H 8.22 3.94 0.71
H 6.43 1.77 1.79
H 6.50 3.58 2.05
H 5.45 4.07 -0.05
H 5.47 2.39 -0.60
H 3.44 1.58 -0.73
H 1.88 -0.72 -0.47
H -0.95 -0.59 -1.78
H -0.91 -1.02 -0.03
H -3.12 -0.21 -1.80
H -3.26 -0.89 -0.19
H -3.05 0.92 -0.41
H -0.49 0.20 1.99
H -2.76 0.21 2.97
H -2.66 4.23 3.66
H -0.38 4.44 2.87
C 1.57 2.83 -3.81
C 1.79 1.71 -4.81
C 0.47 1.20 -5.37
O 2.48 0.63 -4.17
H 0.98 2.48 -2.96
H 2.53 3.17 -3.40
H 1.06 3.68 -4.27
H 2.43 2.06 -5.62
H -0.16 0.80 -4.57
H 0.64 0.39 -6.08
H -0.07 2.00 -5.88
H 1.93 0.30 -3.45
C -0.64 -1.32 5.79
C -1.44 -2.42 5.12
C -1.33 -3.73 5.89
O -0.97 -2.60 3.79
H 0.43 -1.58 5.83
H -0.73 -0.40 5.21
H -0.99 -1.14 6.81
H -2.49 -2.12 5.06
H -0.29 -4.07 5.93
H -1.90 -4.51 5.39
H -1.70 -3.62 6.91
H -0.05 -2.87 3.83
C -4.24 4.68 -2.76
C -3.48 3.50 -2.19
C -2.25 3.16 -3.02
O -4.33 2.36 -2.14
H -4.60 4.46 -3.77
H -5.12 4.90 -2.15
H -3.62 5.58 -2.80
H -3.17 3.72 -1.17
H -2.53 2.88 -4.04
H -1.73 2.30 -2.59
H -1.56 4.00 -3.06
H -4.62 2.14 -3.03
C -2.24 -0.25 11.10
C -1.70 -1.52 10.46
C -0.47 -2.03 11.18
O -1.39 -1.27 9.09
H -1.49 0.55 11.06
H -3.12 0.11 10.56
H -2.51 -0.41 12.14
H -2.48 -2.29 10.47
H 0.34 -1.29 11.14
H -0.09 -2.93 10.71
H -0.68 -2.25 12.23
H -0.70 -0.59 9.06
C -4.40 -0.41 -6.25
C -3.72 -1.36 -5.29
C -4.34 -2.75 -5.35
O -3.83 -0.86 -3.96
H -5.46 -0.29 -6.01
H -3.95 0.59 -6.19
H -4.32 -0.76 -7.28
H -2.66 -1.43 -5.52
H -5.40 -2.72 -5.07
H -3.85 -3.42 -4.65
H -4.26 -3.18 -6.35
H -4.77 -0.80 -3.74
C 0.97 -5.84 2.78
C 1.76 -6.65 3.80
C 1.33 -8.11 3.78
O 1.56 -6.11 5.10
H -0.10 -5.86 3.01
H 1.28 -4.79 2.81
H 1.11 -6.22 1.77
H 2.82 -6.58 3.58
H 0.27 -8.21 4.05
H 1.89 -8.68 4.52
H 1.48 -8.56 2.80
H 0.62 -6.17 5.31
C -8.40 1.14 -3.19
C -8.19 0.05 -4.23
C -9.52 -0.49 -4.74
O -7.44 -1.02 -3.65
H -8.94 0.75 -2.32
H -7.44 1.51 -2.82
H -8.96 1.98 -3.60
H -7.61 0.45 -5.06
H -10.10 -0.93 -3.93
H -9.36 -1.27 -5.48
H -10.11 0.31 -5.20
H -7.94 -1.38 -2.92
C 4.28 -0.52 -9.41
C 3.40 -0.47 -8.18
C 4.22 -0.53 -6.90
O 2.47 -1.56 -8.21
H 4.85 -1.45 -9.45
H 3.67 -0.48 -10.32
H 4.98 0.32 -9.43
H 2.81 0.45 -8.18
H 4.79 -1.47 -6.85
H 3.58 -0.51 -6.02
H 4.93 0.30 -6.84
H 2.98 -2.38 -8.20

Its net charge is 0. The value obtained for the orbital gap is 7.75 eV.

=====

Below is a cluster of 4 separate species, C43H98BBr2I2N11O7P5 in total in a non-equilibrium geometry, with properties calculated with the ωB97M-V functional and the def2-TZVPD basis.

Element x y z (Å)
C 8.00 -2.78 3.18
C 7.47 -1.33 3.06
C 6.07 -1.36 2.40
C 4.94 -1.84 3.37
C 3.77 -2.40 2.48
C 2.43 -2.24 3.20
P 1.03 -1.34 2.21
C 0.04 -0.75 3.76
C 0.14 -1.50 5.09
C -1.24 -1.98 5.64
Br 0.74 -0.16 6.49
N 2.25 -0.03 2.10
C 2.15 1.19 2.38
C 2.63 1.71 3.77
C 1.75 2.37 1.46
P -0.59 -0.16 1.10
N -0.13 0.45 -0.32
O 1.56 -1.83 0.63
C 1.05 -3.02 0.16
Br 2.79 -3.97 -0.40
B 0.48 -2.63 -1.30
O 1.40 -2.14 -2.23
O -0.84 -2.76 -1.76
C 0.16 -3.75 1.27
C 0.93 -4.99 1.78
C 0.30 -5.87 2.86
C 0.06 -7.21 2.55
C -0.45 -8.09 3.48
C -0.77 -7.70 4.77
C -0.53 -6.37 5.10
C -0.88 -5.92 6.52
C 0.01 -5.50 4.17
C -1.35 -3.88 0.89
I -2.69 -3.91 2.61
C -1.78 -5.03 -0.09
C -0.67 -5.80 -0.86
I -3.06 -6.52 0.89
O 0.08 -2.80 2.35
H 7.57 -3.24 4.09
H 9.10 -2.82 3.16
H 7.62 -3.36 2.33
H 8.13 -0.82 2.34
H 7.49 -0.78 4.01
H 6.10 -2.05 1.54
H 5.79 -0.36 2.04
H 4.62 -0.92 3.89
H 5.30 -2.57 4.09
H 4.00 -3.48 2.40
H 3.89 -1.94 1.50
H 2.03 -3.16 3.67
H 2.61 -1.55 4.05
H -1.00 -0.92 3.43
H 0.04 0.33 3.94
H 0.83 -2.33 5.23
H -1.46 -1.55 6.62
H -2.07 -1.71 4.98
H -1.25 -3.07 5.78
H 1.84 2.28 4.26
H 3.53 2.32 3.61
H 2.93 0.84 4.38
H 2.26 3.29 1.79
H 2.16 2.15 0.47
H 0.67 2.56 1.45
H -1.81 -0.90 0.98
H -0.90 0.95 1.94
H -0.78 0.12 -1.04
H 1.50 -2.82 -2.91
H -1.21 -1.86 -1.79
H 1.16 -5.69 0.97
H 1.92 -4.71 2.18
H 0.28 -7.61 1.57
H -0.61 -9.14 3.22
H -1.16 -8.39 5.51
H -1.27 -4.90 6.55
H 0.04 -5.94 7.12
H -1.61 -6.60 6.98
H 0.21 -4.48 4.50
H -1.67 -2.94 0.43
H -2.45 -4.60 -0.83
H -0.97 -5.86 -1.92
H 0.33 -5.36 -0.84
H -0.66 -6.84 -0.52
O 6.04 -7.92 -2.43
P 5.31 -7.31 -3.61
N 6.33 -7.93 -4.86
C 7.68 -7.44 -5.09
C 6.27 -9.37 -5.00
N 5.53 -5.67 -3.20
C 6.17 -4.67 -4.01
C 5.77 -5.38 -1.79
N 4.13 -6.77 -4.84
C 2.77 -7.24 -4.52
C 4.32 -6.83 -6.28
H 8.04 -7.81 -6.06
H 8.39 -7.76 -4.32
H 7.71 -6.36 -5.18
H 5.23 -9.69 -5.21
H 6.60 -9.89 -4.09
H 6.87 -9.72 -5.84
H 7.26 -4.68 -3.90
H 5.82 -3.67 -3.72
H 5.92 -4.76 -5.07
H 6.81 -5.56 -1.50
H 5.13 -5.99 -1.15
H 5.53 -4.34 -1.56
H 2.66 -8.32 -4.70
H 2.01 -6.71 -5.10
H 2.55 -7.06 -3.46
H 4.29 -7.85 -6.68
H 5.25 -6.36 -6.59
H 3.52 -6.27 -6.76
O -1.07 5.58 1.43
P -2.49 6.08 1.60
N -2.19 7.29 2.79
C -1.83 6.98 4.17
C -1.40 8.41 2.29
N -3.16 4.61 2.17
C -3.85 4.42 3.43
C -2.45 3.38 1.82
N -4.16 6.68 1.40
C -4.48 6.92 -0.02
C -4.78 7.72 2.21
H -1.92 7.89 4.78
H -0.82 6.58 4.27
H -2.54 6.28 4.61
H -1.91 8.87 1.44
H -0.40 8.09 1.96
H -1.28 9.18 3.05
H -3.15 4.26 4.26
H -4.51 3.55 3.37
H -4.50 5.26 3.68
H -1.59 3.21 2.47
H -2.10 3.41 0.79
H -3.12 2.52 1.90
H -3.96 7.81 -0.40
H -5.55 7.04 -0.18
H -4.16 6.06 -0.62
H -4.37 8.72 2.00
H -4.70 7.52 3.27
H -5.85 7.75 1.97
O -5.46 7.50 -2.91
P -6.36 7.87 -4.07
N -5.38 7.26 -5.35
C -4.13 7.88 -5.75
C -5.27 5.81 -5.34
N -6.31 9.57 -3.84
C -5.87 10.55 -4.80
C -5.99 10.04 -2.49
N -7.70 8.14 -5.22
C -8.96 7.55 -4.73
C -7.62 7.96 -6.66
H -3.81 7.46 -6.71
H -3.32 7.73 -5.02
H -4.25 8.94 -5.94
H -6.27 5.36 -5.42
H -4.80 5.43 -4.43
H -4.70 5.45 -6.20
H -4.78 10.66 -4.80
H -6.31 11.53 -4.58
H -6.20 10.32 -5.82
H -4.90 10.00 -2.30
H -6.48 9.43 -1.74
H -6.33 11.06 -2.35
H -8.94 6.46 -4.80
H -9.82 7.92 -5.28
H -9.11 7.82 -3.68
H -7.56 6.90 -6.95
H -6.79 8.50 -7.10
H -8.53 8.36 -7.12

Its net charge is -1. The value obtained for the orbital gap is 4.97 eV.

=====

Below is a cluster of 8 separate species, C44H100N4O8 in total in a non-equilibrium geometry, with properties calculated with the ωB97M-V functional and the def2-TZVPD basis.

Element x y z (Å)
C 1.15 -6.11 0.50
C 1.09 -4.86 -0.46
C 2.09 -5.09 -1.65
C -0.28 -4.84 -1.06
C -0.64 -3.55 -1.75
C -0.51 -2.30 -0.79
C 0.90 -2.25 -0.12
C 1.78 -1.61 -1.18
C 0.80 -1.32 1.13
N 1.40 -3.58 0.20
O 2.55 -3.63 0.99
H 0.33 -6.07 1.22
H 1.18 -7.08 0.01
H 2.08 -6.01 1.06
H 1.71 -5.76 -2.42
H 2.24 -4.16 -2.20
H 3.05 -5.46 -1.31
H -0.26 -5.70 -1.74
H -0.96 -5.25 -0.32
H -0.05 -3.43 -2.66
H -1.68 -3.70 -2.06
H -1.32 -2.41 -0.07
H -0.72 -1.39 -1.36
H 1.61 -0.53 -1.24
H 1.66 -2.13 -2.13
H 2.82 -1.62 -0.84
H 1.77 -0.89 1.39
H 0.49 -1.94 1.98
H 0.08 -0.55 0.86
H 2.17 -4.06 1.76
C 5.79 4.59 -0.34
C 6.60 5.22 -1.56
C 5.73 6.09 -2.46
C 7.60 6.33 -0.95
C 9.00 5.73 -0.66
C 9.63 4.81 -1.79
C 8.62 3.71 -2.21
C 9.04 3.04 -3.50
C 8.44 2.61 -1.11
N 7.22 4.23 -2.42
O 6.33 3.36 -3.00
H 4.90 4.08 -0.68
H 6.46 3.81 0.03
H 5.56 5.30 0.46
H 6.16 6.34 -3.43
H 4.82 5.54 -2.70
H 5.41 7.02 -2.01
H 7.72 7.17 -1.63
H 7.30 6.79 -0.01
H 9.69 6.51 -0.33
H 8.91 5.12 0.24
H 10.44 4.29 -1.29
H 9.92 5.33 -2.70
H 8.35 2.26 -3.80
H 10.03 2.59 -3.49
H 9.10 3.77 -4.31
H 7.47 2.14 -0.98
H 8.84 2.88 -0.13
H 9.08 1.77 -1.40
H 6.13 2.82 -2.23
C -1.43 2.52 6.95
C -0.90 2.86 8.33
C -1.14 1.67 9.19
C 0.70 3.12 8.28
C 1.22 3.83 9.51
C 0.55 5.14 9.81
C -0.98 4.94 9.85
C -1.29 4.27 11.21
C -1.52 6.44 9.86
N -1.55 4.12 8.75
O -2.94 4.03 8.96
H -1.36 3.39 6.30
H -0.82 1.72 6.51
H -2.51 2.37 6.98
H -0.82 1.63 10.23
H -2.21 1.52 9.30
H -0.89 0.75 8.68
H 1.25 2.17 8.24
H 0.96 3.61 7.34
H 1.09 3.16 10.36
H 2.23 4.13 9.23
H 0.90 5.86 9.07
H 1.00 5.52 10.73
H -1.15 4.93 12.07
H -0.54 3.56 11.56
H -2.31 3.88 11.16
H -2.58 6.44 10.15
H -1.60 6.80 8.83
H -0.96 7.16 10.45
H -3.24 4.77 8.42
C -6.55 -4.73 -6.37
C -7.22 -3.68 -7.31
C -6.69 -2.23 -6.90
C -6.95 -3.99 -8.84
C -7.76 -5.11 -9.44
C -9.24 -4.74 -9.31
C -9.74 -4.54 -7.82
C -11.12 -3.90 -7.85
C -9.87 -5.87 -7.15
N -8.74 -3.59 -7.17
O -9.08 -3.30 -5.81
H -5.51 -4.50 -6.12
H -6.94 -4.79 -5.35
H -6.60 -5.72 -6.82
H -7.18 -1.45 -7.48
H -7.01 -2.07 -5.87
H -5.66 -2.16 -7.25
H -7.12 -3.10 -9.45
H -5.91 -4.25 -9.04
H -7.72 -5.19 -10.53
H -7.58 -6.03 -8.89
H -9.97 -5.35 -9.85
H -9.27 -3.77 -9.80
H -11.05 -2.85 -8.13
H -11.67 -4.11 -6.93
H -11.71 -4.30 -8.67
H -10.38 -5.77 -6.19
H -8.88 -6.16 -6.81
H -10.26 -6.68 -7.76
H -9.08 -4.13 -5.32
C 8.40 -3.77 -2.37
C 8.25 -3.05 -0.96
O 6.98 -2.49 -0.92
H 9.23 -4.46 -2.24
H 8.77 -3.06 -3.11
H 7.65 -4.44 -2.78
H 8.94 -2.21 -0.90
H 8.48 -3.82 -0.22
H 6.28 -3.01 -0.52
C -4.15 3.93 -4.67
C -2.64 4.01 -4.54
O -2.14 3.38 -3.39
H -4.50 2.90 -4.62
H -4.58 4.37 -5.57
H -4.55 4.49 -3.82
H -2.20 5.00 -4.48
H -2.40 3.48 -5.46
H -1.22 3.65 -3.38
C 1.23 -3.45 6.53
C 2.46 -4.17 7.22
O 3.53 -4.37 6.34
H 1.54 -2.52 6.05
H 0.46 -3.09 7.21
H 0.57 -3.99 5.86
H 2.14 -5.12 7.64
H 2.81 -3.52 8.03
H 4.05 -3.56 6.31
C -5.88 1.03 1.67
C -4.52 1.64 1.33
O -4.13 1.29 0.06
H -6.45 1.65 2.36
H -5.71 0.03 2.08
H -6.46 0.82 0.77
H -3.65 1.54 1.97
H -4.67 2.71 1.42
H -3.53 1.92 -0.34

Its net charge is 0. The energy relative to the best compared isomer or geometry (same formula, charge and spin) comes out at 5.686 eV. As for the SMILES: CC1(C)CCCC(C)(C)N1O.CC1(C)CCCC(C)(C)N1O.CC1(C)CCCC(C)(C)N1O.CC1(C)CCCC(C)(C)N1O.CCO.CCO.CCO.CCO. The value obtained for the orbital gap is 8.09 eV.